Entry 1:
ORCA calculation (ωB97M-V/def2-TZVPD) on one molecule with the formula C22H29N3O5S at a distorted geometry.

Calculated values
Strongest force on any atom ... 1.2 eV/Å
Energy relative to the best compared isomer or geometry (same formula, charge and spin) ... 0.000 eV
HOMO-LUMO gap ... 8.547 eV
E_HOMO ... -0.290 hartree
2S+1 ... 1
SMILES string ... CCOC(=O)N1CCC(NC(=O)CSCc2nc(-c3cccc(OC)c3)oc2C)CC1

Last column: Löwdin charge in e.
Element x y z (Å)
H 2.28770 1.61129 -4.33796  0.13
O 0.72172 0.21830 2.87332  0.13
H -3.48545 -0.91161 -1.12474  0.15
C 4.65994 -0.04729 -2.13251  -0.09
C 2.33869 -0.42562 0.62174  0.07
H -3.35561 1.56149 -1.24454  0.13
H 2.27781 -4.02849 -0.72104  0.11
H -3.18086 1.05671 3.84178  0.08
H -1.07253 1.30997 5.45988  0.08
N -3.25808 -0.23973 0.79722  0.09
C -3.61376 0.43427 3.06113  -0.37
H -0.67041 -0.68313 0.02516  0.11
H 3.73981 -2.38185 -1.76190  0.11
H 0.02392 -1.92071 -1.99423  0.12
C 1.47278 -2.67639 0.71831  -0.04
H 0.81118 -3.39056 1.18011  0.11
S -3.68126 -1.28811 3.64547  0.87
C -2.44120 0.96763 -1.20599  -0.11
O 1.49381 -0.39013 -2.86696  0.09
N -0.73728 -0.10438 -2.60537  -0.03
H 2.35580 0.59073 0.98252  0.13
C -1.90949 0.74063 -2.62154  -0.13
O -1.98286 1.45675 1.63998  0.06
C 2.28952 -3.01843 -0.33826  -0.07
C -2.08066 -1.40643 4.53873  -0.39
C 1.72953 3.63056 -3.77114  -0.06
H -4.65031 0.73099 2.89414  0.08
H 5.43425 -0.80391 -1.96803  0.09
H -1.65413 1.68990 -3.08906  0.12
H 1.28932 4.13831 -2.91737  0.08
H -2.18637 -0.83563 5.46156  0.08
O 0.55556 1.63024 -3.21634  0.00
C 0.61231 -0.98806 2.28124  -0.30
N -0.35829 -1.70512 2.77060  0.21
H 3.98686 -0.36924 -2.93126  0.08
C 3.12759 -2.08479 -0.92695  -0.02
C -2.71644 -0.38372 -0.54475  -0.29
C -0.93201 -1.39532 -1.98402  -0.12
C 3.15393 -0.77660 -0.45191  -0.28
C -1.42844 -1.21238 -0.55075  -0.11
H 5.13385 0.89518 -2.40446  0.09
C -0.93214 -0.93169 3.74156  -0.32
C -2.83252 0.59930 1.75982  -0.55
C -0.26211 0.26287 3.79911  -0.26
H -1.66529 -1.96324 -2.56874  0.13
H -0.84293 2.28354 3.98951  0.08
H 2.49576 1.96600 -2.60987  0.12
H -3.85324 -0.99375 1.11264  0.10
C -0.41943 1.49357 4.61071  0.00
H -1.59259 -2.18323 -0.08250  0.12
H -1.98127 -2.46783 4.75958  0.08
C 0.51485 0.32331 -2.87978  -0.51
C 1.49841 -1.36704 1.20137  -0.16
C 1.85892 2.14666 -3.48266  -0.22
H 2.71149 4.05077 -3.96788  0.08
H -2.67633 0.24076 -3.22754  0.13
H -1.70331 1.51084 -0.61705  0.11
H 0.55257 1.82806 4.96860  0.09
O 3.93578 0.21452 -0.95143  -0.09
H 1.09298 3.79124 -4.63727  0.08

---

Entry 2:
ORCA calculation (ωB97M-V/def2-TZVPD) on one molecule with the formula C22H29N3O6S.

Calculated values
Strongest force on any atom ... 0.9 eV/Å
Energy relative to the best compared isomer or geometry (same formula, charge and spin) ... 1.240 eV
HOMO-LUMO gap ... 8.715 eV
E_HOMO ... -0.302 hartree
2S+1 ... 1
SMILES string ... COc1cc(OC)cc(C(=O)N[C@H](C(=O)NCCc2ccc(S(N)(=O)=O)cc2)C(C)C)c1

Last column: Löwdin charge in e.
Element x y z (Å)
H 0.84976 3.92269 -1.55757  0.07
H 1.20435 1.08448 -1.73757  0.15
H -2.96025 1.00403 -3.12656  0.15
C -1.13671 -2.30174 -0.30902  -0.04
C -1.38180 3.32791 -4.13225  -0.07
C -0.98114 0.52350 -3.08794  -0.45
H -1.79120 0.10026 3.42570  0.07
H -0.21070 -2.82390 -0.13034  0.11
H -4.42938 -0.38717 -0.83052  0.11
O -0.88372 1.60433 0.55600  0.04
H 0.60991 2.65889 -3.69345  0.15
N -0.94395 -0.04115 2.90176  -0.03
H 4.17989 0.84834 4.90138  0.10
O 3.86466 -1.76398 0.97499  -0.07
H -1.57704 2.03983 -1.64370  0.15
C 2.92529 1.33676 2.56956  -0.25
C 3.24395 -2.78837 0.22811  -0.07
C 3.15689 -0.62666 1.18271  -0.27
H -4.59368 -1.17005 -3.02593  0.11
H -2.29853 3.59348 -3.60932  0.08
H -1.07058 4.18532 -4.72395  0.08
H 3.19731 -2.54126 -0.83785  0.09
N -2.26093 0.37433 -3.48741  0.07
H 3.86684 -3.67147 0.36304  0.10
C -1.77089 -2.34842 -1.53708  -0.02
H -3.74234 -2.65561 -3.46995  0.12
S -0.87375 -1.58625 2.31824  0.61
C 3.59819 0.17236 2.23857  0.07
H -1.33760 -2.91699 -2.34571  0.12
N 0.35569 1.44220 -1.32385  0.13
C 1.79822 1.70819 1.83526  0.05
C 1.39461 0.93690 0.76097  -0.15
H 4.45214 -0.17695 2.79463  0.12
H -0.81443 4.48547 -1.69919  0.09
H -3.30381 -0.33009 1.36547  0.12
C 4.35612 1.80834 4.40735  -0.09
C -3.61072 -1.64000 -3.09436  -0.12
H 1.71425 -0.82600 -0.40688  0.11
C -1.69215 -1.57182 0.72255  -0.27
H 5.29138 1.76000 3.84036  0.10
O -0.09264 -0.25004 -3.38092  0.08
C 0.18046 1.34346 0.00491  -0.42
C 0.05985 4.16741 -2.26276  -0.06
C -0.70385 1.77369 -2.24808  -0.20
H -3.29052 -0.63466 -4.99714  0.12
H 4.43051 2.59351 5.15823  0.09
C 2.07301 -0.22598 0.41335  0.01
O 0.49464 -1.95325 2.09245  -0.29
H -1.58741 2.50440 -4.81106  0.07
C -2.87789 -0.89007 0.54834  -0.05
H 1.25695 2.59784 2.11286  0.13
C -2.73138 -0.85603 -4.08328  -0.16
H 0.39391 4.99703 -2.88083  0.08
C -2.96116 -1.65731 -1.73708  -0.23
C -3.50395 -0.92695 -0.68615  -0.02
H 2.23983 -2.97917 0.61566  0.08
C -0.28332 2.96380 -3.13718  -0.36
O -1.64881 -2.39777 3.21442  -0.30
H -0.80958 0.67798 2.19449  0.02
H -1.83773 -1.42767 -4.34020  0.12
O 3.27189 2.17002 3.58512  -0.07

---

Entry 3:
ORCA calculation (ωB97M-V/def2-TZVPD) on one molecule with the formula C22H29N5O3 at a distorted geometry.

Calculated values
Strongest force on any atom ... 1.1 eV/Å
Energy relative to the best compared isomer or geometry (same formula, charge and spin) ... 2.281 eV
HOMO-LUMO gap ... 9.018 eV
E_HOMO ... -0.310 hartree
2S+1 ... 1
SMILES string ... CCCOc1ccc(N2C(=O)C[C@@H](N3CCC(c4nncn4CC)CC3)C2=O)cc1

Last column: Löwdin charge in e.
Element x y z (Å)
N -2.37816 -1.52850 5.31803  -0.02
C -2.13725 -1.33058 2.79470  -0.26
H -0.09905 -2.02652 2.53751  0.12
N -2.66978 -3.34235 4.13322  0.07
C 1.11248 0.96258 -2.43982  -0.18
C -2.67924 -2.58630 6.12351  -0.16
C 6.99557 2.79942 -2.89086  -0.10
N -2.08723 -1.34018 -0.10280  -0.11
H -0.05852 -1.79879 0.08224  0.13
H -1.82634 -0.30431 3.02062  0.14
C 6.03822 2.69661 -4.07169  -0.23
H -1.65776 -2.22663 -3.24630  0.13
H -1.34030 -3.05478 1.80585  0.12
H -0.52381 -0.26356 0.85018  0.13
N -2.84945 -3.66376 5.42349  0.01
H -1.00058 -2.90281 -1.76139  0.13
H 6.58838 2.77864 -5.01080  0.11
H 5.54202 1.72457 -4.05020  0.10
H -3.72824 0.71597 4.52488  0.07
H 1.48832 0.36427 -4.45891  0.12
C 2.80221 1.92972 -3.84763  -0.01
H 3.29508 1.95142 -4.80631  0.11
C 4.98528 3.80734 -4.03160  -0.21
H -1.85002 -0.18002 6.77591  0.12
H -3.23697 1.68960 5.91486  0.08
O -1.45434 1.43491 -1.24990  0.12
C -3.12939 -0.61576 0.60214  -0.18
N 0.06408 0.02398 -2.24642  0.10
H 5.47945 4.77889 -3.94040  0.13
C -2.39161 -2.07031 4.05954  -0.29
H 6.43991 2.76608 -1.95688  0.07
C -1.03905 -2.02295 1.98289  -0.12
H -3.73041 -2.32251 1.76485  0.12
C -1.94651 -0.94891 -1.49748  -0.21
C 1.48181 1.81769 -1.40783  0.00
C -2.16020 -0.16618 5.72749  -0.19
H 0.96771 1.77650 -0.46114  0.11
O 4.15334 3.73252 -2.89103  -0.05
H -4.23707 0.25115 6.14997  0.08
O 1.12698 -1.80824 -3.13458  0.12
C 0.15871 -1.30672 -2.63168  -0.41
C 3.17865 2.79148 -2.82110  -0.26
H 2.79554 3.39955 -0.81455  0.12
C 1.77132 1.02750 -3.65709  0.01
H 7.54957 3.73477 -2.92839  0.07
C -0.84603 -1.30253 0.65333  -0.17
H -2.75229 -2.51784 7.18941  0.12
H 4.38557 3.81078 -4.95008  0.12
C -3.40774 -1.29601 1.93824  -0.12
C -1.15932 -1.97489 -2.30923  -0.01
H -1.34412 0.25752 5.13424  0.12
H -4.20807 -0.76483 2.45719  0.12
H -2.84821 0.43788 0.76753  0.13
C -1.13860 0.34143 -1.64298  -0.37
C 2.49942 2.72427 -1.60139  0.01
H 7.70462 1.97556 -2.90262  0.07
C -3.42296 0.67691 5.56774  -0.06
H -4.03608 -0.63371 -0.00709  0.13
H -2.95375 -0.79519 -1.89434  0.16

---

Entry 4:
ORCA calculation (ωB97M-V/def2-TZVPD) on C22H30AsCaCl2N2O6 as an isolated structure.

Calculated values
Strongest force on any atom ... 0.6 eV/Å
Energy relative to the best compared isomer or geometry (same formula, charge and spin) ... 0.000 eV
HOMO-LUMO gap ... 7.128 eV
E_HOMO ... -0.401 hartree
2S+1 ... 1
Total charge ... +1

Last column: Löwdin charge in e.
Element x y z (Å)
O -2.09883 -1.36552 4.11620  0.03
O -4.32550 1.50282 2.42838  0.16
H -2.84290 0.27745 -2.71887  0.06
C -1.78621 1.65477 4.97605  -0.91
C 6.66749 -0.94586 -0.44929  -0.08
H -3.99365 -2.55671 -2.96852  0.13
H 0.84753 2.63632 -3.27828  0.15
H -1.19487 -3.63230 -2.67769  0.13
C 4.77844 0.50934 -0.75687  -0.07
H 1.64303 0.49570 2.30720  0.00
C 2.53589 -0.37474 -1.46515  -0.33
O 0.39597 3.08287 -2.54422  0.16
H 6.31768 -3.01857 -0.87741  0.11
C -0.38990 2.22292 -1.91255  -0.47
C 5.88713 -2.02634 -0.83576  -0.07
C 4.55609 -1.83892 -1.17624  -0.07
C -1.16081 2.83472 -0.78954  -0.17
H 1.90678 -3.05210 0.24775  0.02
C -3.16017 -1.85313 -2.90295  -0.25
H -3.42716 4.07657 1.99110  0.12
N -1.96021 1.97433 -0.17491  0.11
H 1.36217 -2.39287 1.79880  0.02
H -1.89667 5.66622 0.87196  0.13
As 1.29653 -0.59003 0.06800  1.10
O -3.79684 0.31048 0.65743  0.00
H 7.70635 -1.09160 -0.18472  0.11
O -2.36133 -2.19744 -1.76666  -0.32
C -3.66387 1.32591 1.31192  -0.47
C 3.98162 -0.56961 -1.13599  -0.32
H 3.02108 -2.07056 1.21438  0.03
H 6.71483 1.17486 -0.12808  0.11
H 2.35786 0.63083 -1.84998  0.05
N -1.48345 -1.47624 1.81540  -0.10
C 2.02990 0.72213 1.31454  -0.30
H 1.72866 1.73427 1.04241  0.02
H -1.15586 1.84448 5.83462  0.04
H 3.11695 0.66027 1.33178  0.02
H -4.28857 -0.17962 -3.60409  0.10
H 4.35371 1.50756 -0.73905  0.11
Cl -0.77903 1.68647 3.52048  0.59
H -3.98564 2.21853 3.00061  0.02
C -1.09519 4.17748 -0.44957  0.05
C -1.91315 4.62606 0.57615  0.01
H -2.27029 0.68675 5.02164  0.01
H -2.55300 -1.95507 -3.80685  0.13
H -1.89036 -3.81000 0.30953  0.08
C -2.76661 3.73476 1.20655  0.02
H -0.83433 -4.92617 -0.56657  0.09
C 1.98065 -2.20131 0.92308  -0.30
C -1.79430 -1.42373 2.96574  -0.57
C -3.66779 -0.44127 -2.74834  -0.06
C 6.11029 0.32397 -0.41504  -0.08
C -1.20254 -3.90199 -0.52977  -0.07
H 2.19957 -1.07496 -2.23063  0.07
C -2.75622 2.40896 0.79684  -0.19
H 3.95533 -2.68696 -1.48559  0.11
C -1.88237 -3.54991 -1.83163  -0.24
O -0.49529 1.05569 -2.21197  0.04
H -0.34917 -3.24612 -0.34778  0.03
Ca -1.75313 -0.54906 -0.17675  1.24
H -0.43444 4.84601 -0.98169  0.13
H -4.28258 -0.33727 -1.85216  0.08
Cl -3.02604 2.93593 4.93871  0.59
H -2.73325 -4.20946 -2.01605  0.13